[1]
{"formula": "C8H8O4", "method": "ωB97M-V/def2-TZVPD", "lumo_energy_ev": -0.1, "energy_ev": -16608.309, "de_lowest_kcal_mol": 174.89, "orbital_gap_ev": 8.7865, "symbols": ["C", "C", "H", "O", "H", "O", "H", "O", "C", "H", "C", "O", "H", "C", "C", "H", "C", "H", "C", "H"], "xyz": [[2.7668, 0.4400, -2.5799], [-1.6770, -0.3419, 1.8136], [0.3914, 3.0677, -0.5463], [-0.2125, -2.3043, 0.1393], [1.3869, -0.9578, -1.8845], [-2.0203, 0.1980, 2.8847], [3.2995, 1.0049, -3.3202], [1.7367, 1.5833, -2.1209], [-0.0990, -0.9422, -0.1344], [-2.4133, -2.1832, 0.3785], [0.9582, 0.9821, -1.1313], [-2.2084, -1.6146, 1.5387], [3.7265, 0.2573, -1.4114], [-0.3908, 1.3911, 0.6493], [0.8448, -0.4227, -1.0054], [-0.8035, 1.8395, 1.4445], [-0.6389, -0.0534, 0.7802], [2.2418, -0.5734, -3.1525], [0.4824, 1.8781, -0.1429], [0.3277, -2.9414, -0.5382]], "forces_ev_per_angstrom": [[0.212, 0.695, 1.562], [-0.834, -2.161, 1.262], [0.942, -3.249, 1.737], [1.573, -1.654, -3.086], [-1.679, 0.206, 2.631], [1.462, -1.174, -3.883], [0.468, -0.037, -0.283], [1.501, -4.827, 0.083], [1.287, -1.185, 1.801], [1.602, 3.382, 5.120], [1.458, 0.165, 0.189], [-2.107, -1.650, -2.976], [-3.343, 0.125, -3.760], [-1.721, -6.214, 2.694], [0.617, 1.005, -3.166], [-1.812, 2.391, 2.371], [-1.161, 3.271, 0.319], [1.807, 3.192, 1.885], [1.498, 4.882, -6.714], [-1.770, 2.838, 2.215]], "lowdin_charge": [-0.039, -0.427, 0.201, -0.022, 0.089, 0.080, 0.027, -0.121, -0.263, 0.324, -0.294, -0.071, 0.234, -0.040, 0.007, 0.083, -0.064, 0.135, -0.038, 0.199]}

***

[2]
{"formula": "C41H68AsI2N8OSi6TeZn", "method": "ωB97M-V/def2-TZVPD", "lumo_energy_ev": 1.6, "energy_ev": -237615.201, "charge": -1, "de_lowest_kcal_mol": 20.68, "orbital_gap_ev": 5.9972, "symbols": ["H", "C", "H", "C", "H", "H", "H", "H", "H", "H", "H", "C", "Si", "N", "N", "C", "H", "C", "H", "H", "H", "N", "C", "H", "H", "N", "I", "H", "C", "H", "H", "H", "H", "H", "H", "H", "H", "C", "Si", "C", "H", "C", "H", "H", "H", "H", "H", "C", "H", "H", "H", "C", "C", "C", "H", "H", "C", "H", "H", "H", "C", "C", "C", "C", "Zn", "H", "H", "C", "N", "Si", "C", "C", "H", "H", "H", "H", "C", "N", "C", "C", "N", "H", "H", "H", "C", "C", "H", "C", "H", "C", "C", "H", "C", "H", "C", "H", "O", "C", "H", "C", "H", "H", "C", "Si", "As", "H", "C", "H", "H", "C", "H", "N", "H", "H", "H", "H", "I", "H", "H", "H", "H", "Si", "Te", "C", "Si", "C", "C", "C", "H"], "xyz": [[-6.0091, -0.1160, -0.0529], [0.8850, 5.5627, -0.6889], [-0.3952, 0.6049, 11.6691], [2.5753, -1.6376, -0.3570], [-0.3450, 0.3138, -3.4743], [-4.5886, -2.4234, -3.5732], [-0.8481, 1.8807, 4.7322], [-3.6754, -0.2898, 2.4386], [-7.1544, -1.3793, 0.3891], [-4.4282, -0.7703, -2.9773], [3.6606, 0.9558, -2.3620], [-0.5194, 0.8766, 9.5553], [1.3958, 1.9015, -2.7513], [-0.4935, 0.7541, 7.0346], [-0.3028, -0.0040, 2.0056], [-0.0219, 1.3094, -3.8136], [6.5230, -0.9125, 2.0613], [-0.6227, 1.0486, 2.7554], [0.2723, 1.2363, -4.8698], [-0.9657, 1.8637, 9.6018], [1.1114, -2.6935, 9.3598], [-4.3257, 2.4949, -0.7927], [-5.9008, 4.3970, -0.2388], [-5.2611, -6.2786, 0.7716], [-6.0964, -3.5512, 3.6202], [0.4246, -1.2637, 6.9234], [7.1421, -3.3679, 0.6667], [-0.8878, 1.9818, -3.7346], [0.3879, -1.1090, 10.6283], [3.1150, 0.6866, -4.0383], [-5.8179, 3.5972, 1.7985], [-2.0881, -4.7874, -2.6076], [-0.9292, 1.9398, 2.2169], [-7.1955, 3.0036, 0.8494], [4.8158, -4.1322, -1.1309], [0.3632, -1.9420, 1.9434], [-7.7631, -3.2372, -1.9424], [-5.8511, -3.6256, 2.5522], [-0.3754, 4.1647, -0.7620], [-6.8181, -3.6336, -1.5490], [-5.7972, -6.0171, -0.8974], [-0.1953, 0.1698, 10.6976], [2.4841, 3.3611, -4.4567], [-2.7722, -6.4347, -2.6251], [-1.9730, -2.8463, 3.0895], [-2.3594, -6.0809, 1.4918], [1.4179, 5.6656, -1.6425], [-6.6160, -0.9271, -0.4570], [0.4171, 6.5277, -0.4479], [-6.7009, -3.2274, 1.9787], [-0.8681, 4.9357, -3.0699], [5.2412, -2.5751, 0.2540], [-5.1121, -1.6280, -3.0246], [0.1143, -1.1128, 2.6014], [-3.9168, 4.8288, 0.5491], [-7.3612, -0.5105, -1.1464], [-3.9526, 1.9705, 0.3775], [-6.4491, -4.3968, -2.2471], [-5.0828, 6.1401, 0.7501], [-1.8704, 5.4291, 0.7964], [0.2173, -1.2169, 3.9797], [-4.7491, 5.3505, 0.0704], [5.5193, -0.6039, 1.7956], [-0.0776, -0.1875, 6.2441], [-0.3985, 0.1039, -0.1764], [-7.1845, 4.6548, 1.4880], [1.6304, 5.3331, 0.0796], [-0.1402, -0.1379, 4.7663], [2.9518, 0.1949, 1.1200], [-3.4412, -5.1984, -0.5765], [-1.4814, 4.6023, -2.2218], [0.6602, -1.7096, 9.4151], [5.5468, 1.1527, 3.0119], [-1.7439, -6.8993, 0.0355], [-2.7597, -4.4336, 3.1073], [-0.7659, 4.3519, 1.6864], [2.0244, 3.5245, -3.4723], [-2.8641, 1.2666, 0.1969], [-0.2561, 0.2827, 8.3206], [0.3238, -0.9873, 8.2707], [-2.5876, 1.3608, -1.1341], [-4.4625, 2.1153, 1.3194], [-6.6610, 4.9514, -0.7930], [-2.2026, 3.6809, 0.8970], [-2.0516, -5.9291, 0.4482], [-4.5510, -0.9100, 2.6870], [0.6250, -1.6341, 11.5459], [2.7971, 0.6921, -2.9876], [2.4848, -0.3250, -2.7146], [4.9797, 0.5359, 2.3241], [-4.9384, -6.3071, -0.2781], [-4.3669, 5.8235, -0.8392], [4.7744, -1.3885, 0.8827], [-6.3204, 2.6183, -1.3773], [-2.9251, -3.3619, 3.2814], [0.5644, -2.1515, 4.4068], [1.3900, -1.2389, -0.6059], [3.6735, 0.9058, 1.9452], [3.2111, 1.8155, 2.3230], [3.4610, -0.9300, 0.5748], [-6.0012, -1.3398, -3.6000], [-5.2060, 3.7257, -2.1605], [-1.4073, 4.4328, 0.7967], [-3.7126, -2.9213, -0.0862], [0.8505, 2.1986, -0.5133], [-5.4291, -0.4808, 2.1832], [-5.4869, 3.2937, -1.2055], [2.7788, 3.9613, -2.8070], [1.2164, 4.2615, -3.5915], [-2.9824, -5.3840, -2.3832], [-4.6776, -7.3467, -0.5217], [-3.4705, 2.0653, -1.7356], [-4.7161, -0.8549, 3.7699], [-3.1932, -3.2184, 4.3361], [-1.1785, -5.2617, 0.4437], [-2.1667, 5.4181, -1.9529], [2.0725, -3.8095, -2.3935], [-5.7537, -4.6889, 2.2986], [-7.0299, -4.1334, -0.5930], [-2.0735, 3.7509, -2.5664], [-3.7915, -5.0324, -3.0409], [-4.2650, -2.6908, 2.1573], [-1.3959, -2.2454, -0.6894], [-0.5697, 1.0199, 4.1379], [-5.5724, -2.2372, -1.3217], [4.4503, -3.2394, -0.6417], [-6.5603, 3.8747, 1.0443], [3.1604, -2.7736, -0.9444], [0.8230, -2.0863, 6.5110]], "forces_ev_per_angstrom": [[0.010, 0.142, -0.036], [0.241, 0.139, -0.057], [0.017, -0.014, -0.024], [-0.197, 0.026, 0.010], [0.028, 0.189, -0.096], [-0.080, 0.169, 0.071], [0.008, -0.032, -0.067], [-0.178, -0.133, 0.055], [0.095, 0.107, -0.166], [-0.104, -0.138, -0.015], [-0.120, -0.057, -0.123], [-0.018, 0.053, 0.028], [0.140, 0.087, -0.205], [-0.100, 0.251, 0.402], [-0.053, 0.105, -0.068], [-0.412, -0.126, -0.046], [-0.021, -0.004, -0.008], [-0.024, 0.033, 0.118], [-0.029, 0.011, 0.148], [0.025, -0.085, 0.008], [-0.033, 0.050, -0.002], [-0.589, 0.146, -0.361], [0.113, -0.005, 0.192], [0.060, -0.042, -0.194], [0.028, 0.003, -0.150], [0.134, -0.253, 0.044], [-0.049, 0.063, 0.007], [0.153, -0.154, -0.049], [-0.043, 0.088, 0.004], [-0.043, 0.020, 0.121], [-0.085, 0.029, -0.068], [-0.165, -0.130, 0.019], [0.013, -0.056, 0.025], [0.055, 0.105, 0.031], [-0.027, 0.008, -0.004], [-0.033, 0.083, 0.041], [0.126, -0.023, 0.024], [-0.272, -0.164, -0.068], [0.149, 0.208, 0.210], [-0.017, -0.356, 0.011], [0.223, -0.147, 0.163], [0.012, -0.028, -0.042], [-0.087, 0.005, 0.143], [-0.049, 0.151, 0.039], [-0.230, -0.133, 0.048], [0.056, 0.001, -0.186], [-0.078, 0.012, 0.172], [-0.084, 0.122, 0.267], [0.036, -0.142, -0.063], [0.147, -0.090, 0.131], [-0.137, -0.015, 0.162], [0.059, 0.098, 0.137], [0.268, 0.114, -0.278], [0.127, -0.178, -0.027], [-0.191, 0.095, -0.066], [0.088, -0.038, 0.066], [0.023, -0.092, 0.211], [-0.104, 0.139, 0.113], [0.030, -0.053, -0.063], [0.152, -0.140, 0.012], [0.136, -0.310, -0.146], [-0.056, 0.058, 0.012], [-0.056, -0.059, -0.057], [0.032, -0.125, -0.401], [0.753, -0.101, 0.135], [0.067, -0.067, -0.009], [-0.057, 0.089, -0.049], [0.035, 0.001, 0.474], [-0.115, -0.066, 0.044], [-0.024, -0.217, 0.064], [-0.076, -0.197, -0.405], [0.005, 0.016, -0.112], [-0.040, -0.028, -0.022], [-0.064, 0.118, 0.074], [-0.016, 0.199, 0.057], [-0.102, 0.039, -0.169], [-0.056, 0.367, -0.044], [0.041, 0.101, -0.429], [-0.116, 0.220, -0.071], [0.037, -0.139, -0.089], [-0.541, -0.141, 0.191], [0.104, -0.054, -0.209], [-0.092, 0.020, -0.038], [0.242, 0.198, 0.031], [0.307, 0.040, 0.210], [0.048, 0.417, -0.148], [-0.003, 0.033, -0.038], [0.212, -0.363, 0.245], [0.079, 0.207, -0.074], [-0.028, 0.045, -0.032], [-0.327, -0.041, 0.056], [-0.014, -0.061, 0.077], [-0.089, 0.004, -0.062], [-0.129, -0.157, -0.021], [0.367, -0.172, 0.021], [-0.035, 0.051, -0.082], [0.343, 0.020, 0.113], [0.073, -0.092, -0.023], [0.056, -0.030, 0.019], [-0.006, 0.013, 0.109], [0.098, -0.037, 0.075], [0.109, 0.010, -0.105], [-0.156, -0.182, 0.322], [0.065, 0.022, -0.022], [-0.111, -0.028, -0.008], [0.181, -0.070, 0.119], [0.145, -0.118, 0.166], [-0.061, -0.039, -0.129], [0.218, -0.150, -0.004], [0.057, 0.151, -0.341], [-0.024, 0.163, 0.046], [0.255, -0.023, 0.440], [0.013, -0.015, -0.096], [0.026, -0.007, -0.117], [-0.170, -0.170, 0.002], [0.138, -0.073, -0.022], [-0.069, 0.037, 0.036], [-0.038, 0.172, 0.070], [-0.005, 0.112, -0.203], [0.026, 0.179, 0.014], [0.163, -0.095, 0.112], [-0.061, 0.014, 0.214], [-0.167, -0.135, -0.205], [-0.087, 0.329, -0.080], [-0.264, 0.013, -0.079], [-0.235, 0.234, 0.015], [-0.015, -0.002, -0.017], [0.091, -0.103, -0.094], [0.017, -0.046, -0.011]], "lowdin_charge": [-0.009, -0.252, 0.095, -0.474, 0.020, 0.027, 0.113, 0.009, 0.022, 0.018, 0.033, -0.021, 0.144, 0.179, -0.001, -0.228, 0.050, -0.123, 0.028, 0.110, 0.107, -0.075, -0.405, 0.011, 0.029, 0.167, 0.824, 0.007, -0.104, 0.031, 0.066, 0.005, 0.075, 0.081, 0.064, 0.089, 0.030, -0.217, 0.153, -0.233, -0.001, -0.102, 0.025, 0.030, 0.006, 0.014, 0.007, -0.228, 0.024, 0.015, 0.017, -0.686, -0.224, -0.142, 0.039, 0.028, -0.170, 0.021, 0.086, 0.023, -0.003, -0.064, -0.069, -0.273, 0.140, 0.079, 0.016, -0.131, 0.098, 0.273, -0.223, -0.026, 0.094, 0.030, 0.017, 0.026, -0.244, 0.038, -0.226, -0.191, -0.031, 0.125, 0.132, -0.021, -0.232, -0.218, 0.097, -0.219, 0.006, -0.069, -0.220, 0.079, -0.217, 0.120, -0.208, 0.111, -0.341, -0.161, 0.095, -0.145, 0.028, 0.126, -0.252, -0.002, 0.730, 0.008, -0.100, 0.023, 0.001, -0.231, 0.029, 0.075, 0.031, 0.032, 0.003, 0.014, 0.850, 0.010, 0.020, -0.018, 0.020, 0.305, 0.524, 0.010, 0.313, -0.260, -0.073, -0.643, 0.149]}

***

[3]
{"formula": "C4H7NO2", "method": "ωB97M-V/def2-TZVPD", "lumo_energy_ev": 0.8, "energy_ev": -9841.770, "de_lowest_kcal_mol": 127.05, "orbital_gap_ev": 8.5776, "symbols": ["H", "C", "H", "H", "C", "H", "N", "C", "C", "H", "H", "O", "O", "H"], "xyz": [[2.2254, -0.7058, -0.1914], [0.3293, 0.5254, 1.3698], [-1.6251, -0.1733, 2.1691], [0.0497, 1.5531, 1.6393], [-0.9445, -0.2762, 1.2998], [0.4491, -0.6053, -2.3858], [-0.9159, 0.6426, -0.3434], [1.3346, -0.4052, -0.7336], [0.4495, 0.3707, -0.1033], [-1.7363, 0.9201, -2.0443], [1.1770, 0.1974, 1.9655], [-1.2412, 0.1798, -1.6543], [1.2871, -0.9011, -1.9968], [-0.8388, -1.3222, 1.0093]], "forces_ev_per_angstrom": [[0.050, 0.187, -0.206], [0.176, -0.009, 0.162], [-0.426, 0.442, -1.097], [0.281, -0.153, -0.017], [-0.124, 0.158, -0.482], [0.085, -0.127, 0.059], [0.115, -0.190, 0.751], [0.182, 0.366, 0.295], [0.349, -0.157, -0.020], [0.043, -0.349, 0.390], [-0.139, -0.241, 0.098], [-0.535, -0.214, 0.391], [-0.221, 0.075, -0.214], [0.164, 0.211, -0.111]], "lowdin_charge": [0.121, -0.175, 0.092, 0.114, 0.029, 0.080, -0.016, -0.153, -0.352, 0.109, 0.116, -0.063, 0.002, 0.097]}

***

[4]
{"formula": "C21H28N3O2Y", "method": "ωB97M-V/def2-TZVPD", "lumo_energy_ev": -0.3, "energy_ev": -31836.542, "orbital_gap_ev": 7.5545, "symbols": ["H", "H", "H", "O", "C", "H", "C", "C", "H", "H", "H", "H", "C", "H", "H", "O", "H", "C", "C", "N", "C", "C", "H", "C", "H", "Y", "C", "C", "C", "N", "H", "H", "C", "C", "C", "N", "H", "H", "H", "H", "H", "C", "H", "H", "H", "C", "C", "H", "H", "H", "H", "C", "C", "C", "H"], "xyz": [[-2.7470, -2.3839, -0.2914], [-0.4629, -3.5840, 2.7750], [3.3705, 0.1618, -2.8004], [-1.0390, -1.0005, 0.5643], [3.4686, -1.4778, 0.1333], [-5.9736, 0.3905, -1.0792], [-1.9110, -0.0965, 1.3032], [-1.3863, -2.1222, 1.4659], [1.1564, 3.3494, 1.6674], [-5.2883, 2.4673, -1.6716], [-2.9112, 1.7911, -3.3806], [3.8081, 2.8547, 1.2174], [1.6504, 2.3750, 1.6955], [-2.7759, 0.1895, 0.6544], [0.7485, -2.8685, 1.5323], [-2.7471, 0.6348, -1.6344], [-3.2454, -1.2915, 2.6968], [3.0418, 2.1203, 1.4435], [1.0680, 1.1429, 2.1579], [2.9650, 2.3394, -1.3062], [3.3058, 0.7625, 1.7730], [3.9961, 2.8310, -1.6521], [-1.3748, 0.7772, 1.6821], [-4.8269, 1.7279, -2.3394], [0.2034, -1.9461, 2.9501], [1.7366, 0.8127, -0.2592], [6.2639, 3.3262, -1.8523], [-0.1348, -2.6886, 2.1975], [-2.1902, -1.1095, 2.4412], [7.4275, 3.2639, -1.6570], [-5.6666, -0.2326, -2.6679], [1.9886, -0.8758, 2.5582], [3.1531, -0.3993, -1.8860], [2.0919, 0.1494, 2.1736], [-3.8810, -0.3006, -1.3465], [4.9804, 3.4665, -2.1343], [-2.8199, -3.6602, 0.8994], [-1.4073, -3.5433, -0.1870], [4.9581, 0.0506, -0.6104], [1.1857, -1.4454, -2.3548], [0.0846, 1.0262, 2.6250], [-3.2758, 1.7952, -2.3250], [-3.7138, -1.3073, -1.8070], [-1.6004, -0.9687, 3.3999], [4.2961, 0.3248, 1.8602], [2.2558, -1.9632, -0.4221], [-5.1981, 0.3253, -1.8447], [1.6958, -2.8415, -0.0679], [-5.2663, 1.9338, -3.3132], [-2.9959, 2.7413, -1.8063], [3.9562, -1.8721, 1.0410], [4.0046, -0.4854, -0.7429], [2.0168, -1.2677, -1.6571], [-2.1321, -2.9771, 0.4269], [-3.9070, -0.4220, -0.2384]], "forces_ev_per_angstrom": [[0.713, -0.161, 0.924], [0.483, 0.361, -0.533], [-0.282, -0.164, 0.557], [0.558, 1.487, 1.259], [-0.190, -0.440, -0.843], [0.287, -0.118, 0.169], [-0.224, 0.075, 0.173], [0.180, 0.990, -0.514], [0.192, -0.430, -0.135], [0.421, -0.037, -0.045], [0.032, 0.093, 0.843], [-0.350, -0.173, -0.214], [0.213, -0.313, 0.771], [1.034, -0.004, 1.089], [-1.160, -0.187, 0.563], [-2.090, -0.346, -0.184], [0.415, -0.147, -0.267], [-0.402, -0.167, 1.462], [0.587, 0.499, 0.629], [1.616, 1.487, -1.024], [-0.279, 0.988, 0.779], [-1.254, -0.198, 0.088], [-0.352, 0.044, -0.571], [-0.065, 0.216, 0.532], [-0.277, -0.386, -0.488], [0.463, -1.695, 0.190], [2.420, -0.254, 0.519], [-0.463, 0.003, -0.076], [0.649, -0.886, -0.670], [-2.712, 0.139, -0.446], [0.424, -0.119, 0.233], [0.056, 0.729, -0.448], [-0.288, -1.230, -0.234], [-0.205, 0.407, 0.873], [0.387, 0.162, 0.165], [-0.226, -0.231, 0.183], [-0.140, -0.645, 0.189], [-0.238, 0.210, 0.386], [-0.695, -0.329, -0.080], [0.549, -0.002, 0.343], [0.579, 0.080, -0.485], [-0.462, 0.195, -0.432], [0.206, 0.995, 0.245], [-0.754, 0.087, -1.252], [-0.352, 0.080, -0.379], [0.357, 0.345, -0.241], [-0.019, -0.066, -0.557], [0.213, 0.860, -0.190], [0.271, -0.065, -0.163], [0.321, -0.807, -0.362], [-0.470, 0.455, -0.556], [-0.199, -0.512, -0.399], [0.971, -0.122, -0.657], [-0.260, -0.592, 0.331], [-0.189, -0.160, -1.047]], "lowdin_charge": [0.065, 0.100, 0.106, -0.160, -0.174, 0.107, -0.182, -0.456, 0.107, 0.105, 0.121, 0.112, -0.199, 0.082, 0.059, -0.169, 0.106, -0.193, -0.209, -0.005, -0.195, -0.316, 0.074, -0.168, 0.063, 1.494, -0.391, -0.015, -0.039, 0.079, 0.109, 0.100, -0.253, -0.196, -0.164, 0.080, 0.074, 0.096, 0.120, 0.102, 0.091, -0.183, 0.122, 0.116, 0.115, -0.166, -0.162, 0.090, 0.104, 0.119, 0.120, -0.189, -0.232, -0.006, 0.088]}

***

Number 1: strongest force on any atom 8.4 eV/A, HOMO level -0.32819 hartree. Number 2: strongest force on any atom 0.8 eV/A, HOMO level -0.16053 hartree. Number 3: strongest force on any atom 1.3 eV/A, HOMO level -0.28527 hartree. Number 4: strongest force on any atom 2.8 eV/A, HOMO level -0.28833 hartree.